No. 1
DFT (ωB97M-V with the def2-TZVPD basis set) results for a molecular structure, C22H21AuN4O6S2.

Output
* ⟨S²⟩: 2.02
* 2S+1: 3
* ΔE to the lowest compared entry with this formula, charge and spin: 0.0 kJ/mol
* E_tot: -2453.4460 Ha

Atoms and positions in Å:
1 Au 0.123 0.246 0.088
2 C -2.792 -0.029 3.394
3 C -1.606 0.132 2.524
4 N -1.677 0.206 1.202
5 N -2.837 0.028 0.632
6 C -2.787 0.000 -0.759
7 N -3.942 -0.414 -1.274
8 S -1.497 0.462 -1.728
9 C -0.263 0.268 3.102
10 C -0.056 0.088 4.459
11 C 1.240 0.163 4.951
12 C 2.273 0.427 4.077
13 C 1.989 0.605 2.725
14 N 0.752 0.528 2.259
15 H -3.700 -0.098 2.809
16 H -2.858 0.814 4.085
17 H -2.669 -0.941 3.977
18 H -4.602 -0.860 -0.653
19 H -3.988 -0.627 -2.258
20 H -0.880 -0.141 5.115
21 H 1.432 0.003 6.003
22 H 3.297 0.484 4.414
23 H 2.761 0.783 1.989
24 C -6.054 -3.638 -1.762
25 C -4.763 -3.485 -1.004
26 C -3.533 -3.657 -1.638
27 C -2.343 -3.530 -0.941
28 C -2.364 -3.209 0.409
29 C -3.577 -3.020 1.052
30 C -4.767 -3.167 0.350
31 S -0.813 -3.056 1.288
32 O -0.310 -4.385 1.498
33 O -1.166 -2.338 2.523
34 O 0.008 -2.243 0.380
35 H -5.886 -4.093 -2.736
36 H -6.538 -2.674 -1.927
37 H -6.761 -4.262 -1.214
38 H -3.511 -3.911 -2.689
39 H -1.393 -3.664 -1.439
40 H -3.580 -2.791 2.107
41 H -5.712 -3.053 0.870
42 O 1.358 -1.641 -2.990
43 C 2.273 -2.389 -2.347
44 C 2.473 -3.691 -2.814
45 C 3.405 -4.507 -2.211
46 C 4.162 -4.051 -1.134
47 C 3.965 -2.766 -0.671
48 C 3.022 -1.917 -1.252
49 C 2.813 -0.583 -0.626
50 O 3.506 -0.182 0.293
51 O 1.814 0.132 -1.126
52 H 1.310 -0.797 -2.483
53 H 1.878 -4.033 -3.648
54 H 3.541 -5.516 -2.578
55 H 4.889 -4.697 -0.663
56 H 4.526 -2.384 0.171

No. 2
DFT (ωB97M-V with the def2-TZVPD basis set) results for a molecular structure, C22H21BrCsN5O12.

Output
* total charge: -2
* 2S+1: 1
* ΔE to the lowest compared entry with this formula, charge and spin: 29.1 kJ/mol
* E_tot: -4621.5990 Ha

Atoms and positions in Å:
1 Cs -0.400 0.627 -0.608
2 O -4.732 0.756 -0.333
3 C -3.892 0.902 -1.237
4 O -2.892 1.667 -1.253
5 C -4.101 0.102 -2.527
6 C -5.283 0.218 -3.184
7 C -5.480 -0.391 -4.449
8 C -4.473 -1.122 -5.035
9 C -3.284 -1.309 -4.352
10 C -3.012 -0.725 -3.045
11 O -1.951 -0.882 -2.417
12 N -2.294 -2.110 -5.027
13 O -2.300 -2.132 -6.263
14 O -1.478 -2.736 -4.373
15 N -6.727 -0.249 -5.137
16 O -7.618 0.409 -4.609
17 O -6.874 -0.791 -6.233
18 H -6.083 0.793 -2.739
19 H -4.611 -1.570 -6.006
20 C -1.826 1.930 2.388
21 O -1.388 0.701 2.941
22 C -0.266 0.874 3.771
23 C 0.173 -0.472 4.309
24 O 0.583 -1.406 3.341
25 C 1.746 -1.017 2.635
26 H -2.177 2.608 3.179
27 H -2.642 1.719 1.698
28 H -1.004 2.425 1.856
29 H -0.524 1.509 4.636
30 H 0.542 1.377 3.227
31 H -0.665 -0.937 4.832
32 H 0.985 -0.297 5.035
33 H 2.578 -0.832 3.329
34 H 1.597 -0.119 2.033
35 H 2.007 -1.843 1.976
36 O 2.451 -3.786 -5.636
37 C 2.164 -3.106 -4.492
38 C 1.455 -1.915 -4.493
39 C 1.160 -1.332 -3.279
40 N 1.534 -1.838 -2.102
41 C 2.236 -2.942 -2.146
42 Br 2.782 -3.673 -0.465
43 C 2.597 -3.636 -3.288
44 H 1.930 -3.405 -6.352
45 H 1.077 -1.484 -5.411
46 H 0.576 -0.423 -3.255
47 H 3.153 -4.560 -3.246
48 O 1.676 2.136 1.352
49 N 2.452 2.963 0.822
50 N 2.718 2.734 -0.428
51 O 2.257 1.732 -1.116
52 C 3.575 3.671 -1.065
53 C 3.914 3.433 -2.392
54 C 4.743 4.322 -3.062
55 C 5.239 5.448 -2.423
56 C 4.893 5.678 -1.096
57 C 4.067 4.803 -0.412
58 H 3.506 2.550 -2.861
59 H 4.998 4.129 -4.097
60 H 5.883 6.141 -2.951
61 H 5.269 6.557 -0.584
62 H 3.793 4.983 0.616

No. 3
DFT (ωB97M-V with the def2-TZVPD basis set) results for a molecular structure, C22H21Cl5N5P2SSeV.

Output
* ⟨S²⟩: 2.02
* 2S+1: 3
* E_tot: -7852.0693 Ha

Atoms and positions in Å:
1 V 0.140 0.296 -0.049
2 C 2.341 -1.842 2.321
3 P 2.091 -0.234 1.497
4 C 2.393 0.884 2.893
5 C 3.661 -0.194 0.527
6 C 3.734 0.853 -0.582
7 P 2.351 0.673 -1.768
8 C 2.849 -0.801 -2.711
9 C 2.699 2.023 -2.945
10 H 3.364 -1.862 2.705
11 H 2.201 -2.674 1.632
12 H 1.650 -1.968 3.150
13 H 3.291 0.564 3.426
14 H 1.544 0.839 3.576
15 H 2.510 1.919 2.584
16 H 3.764 -1.199 0.107
17 H 4.485 -0.074 1.235
18 H 4.677 0.766 -1.128
19 H 3.676 1.865 -0.179
20 H 3.865 -0.683 -3.092
21 H 2.173 -0.964 -3.551
22 H 2.808 -1.694 -2.089
23 H 3.758 2.025 -3.208
24 H 2.444 2.984 -2.499
25 H 2.120 1.889 -3.860
26 Cl -2.350 2.629 0.887
27 C -2.214 1.196 1.884
28 C -1.345 0.151 1.527
29 C -1.546 -1.005 2.291
30 Cl -0.826 -2.536 1.796
31 C -2.387 -1.087 3.404
32 Cl -2.535 -2.530 4.334
33 C -3.134 0.026 3.778
34 Cl -4.153 -0.030 5.163
35 C -3.072 1.170 2.988
36 Cl -4.074 2.509 3.396
37 S -2.599 2.202 -3.328
38 C -1.221 1.716 -2.463
39 N -1.374 0.758 -1.599
40 C -2.705 0.292 -1.643
41 C -3.194 -0.813 -0.943
42 C -4.521 -1.138 -1.091
43 C -5.364 -0.393 -1.937
44 C -4.876 0.665 -2.668
45 C -3.524 0.990 -2.517
46 H -0.280 2.230 -2.601
47 H -2.540 -1.400 -0.317
48 H -4.921 -1.989 -0.555
49 H -6.405 -0.669 -2.026
50 H -5.518 1.218 -3.340
51 Se 0.857 2.822 -0.002
52 C 0.871 3.585 1.689
53 N 0.908 4.071 2.735
54 N 0.330 -1.431 -0.879
55 C 0.383 -2.510 -1.351
56 N 0.401 -3.606 -1.947
57 C 0.943 -4.737 -1.491
58 N 1.397 -5.746 -1.165

No. 4
DFT (ωB97M-V with the def2-TZVPD basis set) results for a single C22H21F3O5 molecule in a non-equilibrium geometry.

Output
* 2S+1: 1
* ΔE to the lowest compared entry with this formula, charge and spin: 0.0 kJ/mol
* E_tot: -1526.7144 Ha
* SMILES string: CCOC(=O)C(C(C)=O)(C(=O)OCC)[C@H](c1cccc(F)c1)c1cc(F)cc(F)c1

Atoms and positions in Å:
1 C -2.434 1.930 2.979
2 C -1.413 0.977 3.520
3 O -1.655 -0.314 2.898
4 C -1.032 -1.317 3.523
5 O -0.401 -1.135 4.558
6 C -1.165 -2.679 2.840
7 C -2.316 -2.526 1.751
8 C -2.058 -2.798 0.305
9 O -3.423 -2.250 2.183
10 C 0.210 -2.866 2.226
11 O 0.475 -3.605 1.281
12 O 1.177 -2.175 2.829
13 C 2.511 -2.541 2.394
14 C 3.386 -1.441 2.909
15 C -1.471 -3.885 3.695
16 C -0.638 -4.027 4.979
17 C -0.893 -3.080 5.976
18 C -0.222 -3.098 7.195
19 C 0.645 -4.146 7.519
20 C 0.805 -5.139 6.564
21 F 1.647 -6.192 6.839
22 C 0.131 -5.140 5.333
23 C -1.542 -5.099 2.772
24 C -0.444 -5.889 2.454
25 C -0.620 -7.037 1.675
26 F 0.476 -7.842 1.432
27 C -1.858 -7.408 1.163
28 C -2.927 -6.567 1.448
29 F -4.142 -6.813 0.845
30 C -2.805 -5.462 2.287
31 H -2.232 2.924 3.380
32 H -2.406 1.982 1.890
33 H -3.443 1.651 3.290
34 H -0.397 1.285 3.250
35 H -1.489 0.901 4.608
36 H -1.264 -3.543 0.164
37 H -2.994 -3.157 -0.147
38 H -1.769 -1.862 -0.205
39 H 2.771 -3.515 2.835
40 H 2.528 -2.615 1.299
41 H 4.433 -1.735 2.812
42 H 3.225 -0.534 2.315
43 H 3.177 -1.211 3.958
44 H -2.499 -3.752 4.044
45 H -1.695 -2.358 5.856
46 H -0.396 -2.291 7.903
47 H 1.167 -4.203 8.473
48 H 0.206 -6.030 4.716
49 H 0.552 -5.641 2.820
50 H -1.964 -8.292 0.544
51 H -3.681 -4.860 2.544

No. 5
DFT (ωB97M-V with the def2-TZVPD basis set) results for a single C22H21FN4OS molecule in a non-equilibrium geometry.

Output
* 2S+1: 1
* ΔE to the lowest compared entry with this formula, charge and spin: 0.0 kJ/mol
* E_tot: -1643.2174 Ha
* SMILES string: O=C(/C=C/c1cccnc1)N1CCN(Cc2csc(-c3ccc(F)cc3)n2)CC1

Atoms and positions in Å:
1 O 3.959 0.830 -2.726
2 C 2.778 0.630 -2.747
3 C 2.002 1.442 -3.685
4 C 2.341 2.773 -3.923
5 C 1.641 3.687 -4.852
6 C 0.596 3.261 -5.713
7 C -0.083 4.214 -6.508
8 C 0.328 5.556 -6.454
9 N 1.347 5.939 -5.653
10 C 1.964 5.055 -4.864
11 N 2.222 -0.422 -1.977
12 C 0.770 -0.534 -1.680
13 C 0.504 -0.460 -0.138
14 N 1.356 -1.448 0.585
15 C 1.161 -1.590 2.069
16 C -0.117 -2.313 2.499
17 C -0.750 -3.324 1.840
18 S -2.293 -3.730 2.594
19 C -1.962 -2.553 3.849
20 C -2.967 -2.265 4.891
21 C -2.924 -1.079 5.671
22 C -3.941 -0.771 6.583
23 C -5.073 -1.638 6.734
24 F -6.065 -1.292 7.553
25 C -5.086 -2.809 5.998
26 C -4.054 -3.144 5.120
27 N -0.835 -1.872 3.646
28 C 2.806 -1.263 0.295
29 C 3.064 -1.357 -1.205
30 H 1.167 0.970 -4.166
31 H 3.195 3.158 -3.369
32 H 0.271 2.253 -5.824
33 H -0.902 3.946 -7.211
34 H -0.230 6.241 -7.093
35 H 2.732 5.408 -4.223
36 H 0.236 0.291 -2.143
37 H 0.432 -1.490 -2.077
38 H 0.731 0.547 0.184
39 H -0.551 -0.655 0.040
40 H 1.958 -2.143 2.567
41 H 1.202 -0.592 2.484
42 H -0.327 -3.803 0.974
43 H -2.076 -0.406 5.590
44 H -3.944 0.145 7.184
45 H -5.924 -3.465 6.191
46 H -4.155 -4.065 4.561
47 H 3.394 -2.035 0.788
48 H 3.176 -0.302 0.699
49 H 4.108 -1.161 -1.372
50 H 2.818 -2.365 -1.584

No. 6
DFT (ωB97M-V with the def2-TZVPD basis set) results for a molecular structure, C22H21IN8O4S2Ti.

Output
* total charge: +2
* 2S+1: 1
* ΔE to the lowest compared entry with this formula, charge and spin: 0.0 kJ/mol
* E_tot: -3533.0182 Ha

Atoms and positions in Å:
1 Ti 0.221 -0.512 -0.270
2 C -4.013 -0.872 -1.700
3 C -3.850 -1.210 -0.249
4 N -4.859 -1.751 0.407
5 C -4.715 -2.086 1.698
6 C -3.558 -1.885 2.422
7 C -3.438 -2.306 3.867
8 O -2.266 -3.083 4.087
9 C -2.474 -1.308 1.740
10 C -1.240 -0.989 2.441
11 N -0.128 -0.633 1.895
12 C 0.927 -0.305 2.805
13 C 1.270 -1.126 3.869
14 C 2.291 -0.748 4.731
15 C 2.973 0.444 4.541
16 C 2.648 1.275 3.472
17 C 1.636 0.873 2.630
18 I 1.115 2.002 0.936
19 C -2.626 -0.991 0.401
20 O -1.567 -0.514 -0.285
21 H -5.005 -1.169 -2.030
22 H -3.263 -1.384 -2.306
23 H -3.893 0.201 -1.863
24 H -5.580 -2.546 2.161
25 H -4.340 -2.839 4.170
26 H -3.359 -1.428 4.512
27 H -2.468 -4.014 3.950
28 H -1.269 -1.015 3.526
29 H 0.744 -2.063 4.012
30 H 2.556 -1.397 5.554
31 H 3.768 0.731 5.215
32 H 3.181 2.201 3.308
33 S 2.558 -1.020 0.067
34 C 1.787 -2.557 0.091
35 N 0.476 -2.509 -0.056
36 C -0.117 -3.776 -0.063
37 C -1.457 -4.093 -0.255
38 C -1.823 -5.425 -0.232
39 C -0.876 -6.433 -0.025
40 C 0.460 -6.127 0.150
41 C 0.828 -4.787 0.124
42 S 2.437 -4.120 0.272
43 H -2.186 -3.317 -0.435
44 H -2.859 -5.692 -0.389
45 H -1.188 -7.468 -0.015
46 H 1.196 -6.907 0.293
47 N -1.433 2.729 -1.156
48 N -0.401 3.067 -2.039
49 C 0.275 2.115 -2.698
50 N 0.942 2.448 -3.785
51 N 0.270 0.867 -2.149
52 N 0.544 -0.189 -2.936
53 O 0.461 -1.250 -2.259
54 O 0.820 -0.176 -4.098
55 H -2.329 2.839 -1.618
56 H -1.390 3.332 -0.344
57 H -0.366 4.004 -2.424
58 H 0.857 3.366 -4.195
59 H 1.458 1.747 -4.294

No. 7
DFT (ωB97M-V with the def2-TZVPD basis set) results for a molecular structure, C22H21N3O2Sm in a non-equilibrium geometry.

Output
* total charge: -1
* ⟨S²⟩: 8.76
* 2S+1: 6
* E_tot: -1823.7168 Ha

Atoms and positions in Å:
1 C -0.432 1.330 -5.202
2 C 0.979 1.499 -4.981
3 C 1.149 2.409 -3.885
4 C -0.153 2.802 -3.431
5 C -1.134 2.124 -4.232
6 Sm 0.012 0.252 -2.860
7 N -1.421 -1.267 -3.322
8 C -0.375 -2.242 -3.644
9 C 1.029 -1.690 -3.813
10 H 2.100 2.778 -3.488
11 H 1.778 1.039 -5.566
12 H -0.357 3.523 -2.634
13 H -2.221 2.216 -4.136
14 H -0.891 0.727 -5.992
15 H 1.349 -1.678 -4.857
16 H -0.388 -3.060 -2.883
17 H -2.319 -1.729 -3.145
18 H 1.749 -2.097 -3.091
19 H -0.719 -2.678 -4.607
20 O 0.930 2.738 -0.489
21 C 0.573 1.714 0.067
22 N 0.320 1.511 1.423
23 C 0.041 0.136 1.758
24 C -0.093 -0.472 0.359
25 O -0.478 -1.622 0.087
26 N 0.288 0.475 -0.547
27 C 1.248 -0.448 2.487
28 C 2.000 -1.498 1.958
29 C 3.125 -1.961 2.653
30 C 3.494 -1.365 3.864
31 C 2.743 -0.298 4.377
32 C 1.620 0.161 3.687
33 C -1.285 0.039 2.477
34 C -1.440 -0.686 3.657
35 C -2.694 -0.713 4.281
36 C -3.781 -0.048 3.702
37 C -3.619 0.653 2.496
38 C -2.366 0.690 1.881
39 H 0.659 2.208 2.084
40 H 1.712 -1.976 1.020
41 H 3.699 -2.784 2.231
42 H 4.366 -1.733 4.405
43 H 3.016 0.186 5.313
44 H 1.024 0.985 4.089
45 H -0.587 -1.217 4.077
46 H -2.802 -1.259 5.215
47 H -4.758 -0.075 4.187
48 H -4.457 1.171 2.029
49 H -2.231 1.229 0.938

No. 8
DFT (ωB97M-V with the def2-TZVPD basis set) results for a molecular structure, C22H21NO5 in a non-equilibrium geometry.

Output
* 2S+1: 1
* ΔE to the lowest compared entry with this formula, charge and spin: 2267.2 kJ/mol
* E_tot: -1281.0640 Ha

Atoms and positions in Å:
1 C -1.019 0.741 -2.457
2 H -0.889 -0.352 -2.553
3 O 0.130 1.428 -2.164
4 C 0.888 1.030 -1.230
5 C 1.420 -0.380 -1.506
6 C 2.046 -1.131 -0.598
7 C 2.066 -0.974 0.791
8 O 2.335 -2.147 1.719
9 O 1.667 -0.015 1.401
10 C 1.575 0.295 2.827
11 H 2.793 0.616 3.218
12 C 0.662 1.155 3.198
13 O 0.664 2.173 3.889
14 N -0.580 1.227 2.718
15 C -1.321 0.109 1.878
16 C -0.913 -1.032 1.635
17 C -1.888 -1.790 0.812
18 C -2.831 -1.267 0.137
19 C -3.151 -0.037 0.547
20 C -2.275 0.854 1.200
21 C -2.534 2.119 1.570
22 H -3.348 2.551 1.775
23 H -2.078 2.879 0.816
24 C -1.440 2.460 2.746
25 C -2.292 1.977 4.271
26 H -3.036 3.090 4.321
27 H -1.770 2.291 4.851
28 H -2.801 1.254 4.291
29 H -0.936 3.338 2.689
30 H -4.033 0.522 -0.118
31 H -3.380 -2.018 -0.355
32 H -1.594 -3.056 0.756
33 H -0.150 -1.581 2.320
34 H 1.365 -0.681 3.238
35 O 2.600 -2.281 -1.110
36 C 2.734 -2.125 -2.236
37 C 2.969 -3.145 -3.294
38 C 3.016 -2.381 -4.710
39 C 2.343 -1.397 -4.999
40 C 2.021 -0.518 -4.082
41 C 1.934 -0.708 -2.718
42 H 1.590 0.556 -4.418
43 H 2.226 -1.135 -6.158
44 H 3.165 -3.226 -5.580
45 H 3.579 -4.053 -3.114
46 H 0.233 1.063 -0.244
47 H 1.599 1.908 -1.172
48 H -1.730 1.178 -3.318
49 H -1.633 0.613 -1.484

No. 9
DFT (ωB97M-V with the def2-TZVPD basis set) results for a molecular structure, C22H22B2CsF4N6O7 in a non-equilibrium geometry.

Output
* total charge: -1
* 2S+1: 1
* E_tot: -2176.2761 Ha

Atoms and positions in Å:
1 Cs 0.574 -1.001 0.440
2 C 1.403 -0.996 -4.891
3 C 1.582 -0.962 -3.403
4 N 1.206 -0.012 -2.640
5 O 0.654 1.067 -3.271
6 B 0.411 2.177 -2.318
7 F -0.180 3.204 -3.052
8 F -0.469 1.723 -1.300
9 O 1.617 2.755 -1.684
10 N 2.226 1.832 -0.877
11 C 3.390 2.147 -0.465
12 C 4.070 3.452 -0.754
13 C 4.125 1.045 0.249
14 N 3.514 -0.071 0.279
15 O 4.241 -1.109 0.806
16 B 3.617 -2.427 0.574
17 F 2.390 -2.539 1.348
18 F 4.515 -3.378 1.040
19 O 3.312 -2.802 -0.831
20 N 2.571 -1.856 -1.489
21 C 2.329 -2.074 -2.720
22 C 2.774 -3.278 -3.489
23 C 5.519 1.230 0.767
24 H 0.876 -0.105 -5.218
25 H 0.835 -1.880 -5.192
26 H 2.368 -1.047 -5.403
27 H 3.389 4.105 -1.292
28 H 4.969 3.307 -1.358
29 H 4.381 3.941 0.173
30 H 3.299 -3.961 -2.828
31 H 3.436 -2.997 -4.311
32 H 1.914 -3.788 -3.931
33 H 5.887 2.237 0.588
34 H 6.191 0.510 0.298
35 H 5.550 1.026 1.839
36 O -5.516 0.505 1.104
37 C -5.490 -0.700 0.498
38 C -6.705 -1.384 0.417
39 C -6.773 -2.621 -0.189
40 C -5.634 -3.208 -0.735
41 C -4.432 -2.541 -0.647
42 C -4.331 -1.288 -0.032
43 C -2.967 -0.707 0.052
44 O -1.966 -1.302 -0.287
45 N -2.951 0.595 0.623
46 N -1.801 1.129 0.701
47 C -1.120 1.743 1.580
48 C -1.475 1.710 3.000
49 C -2.759 1.917 3.453
50 C -3.029 1.918 4.821
51 C -2.010 1.689 5.765
52 C -0.733 1.446 5.354
53 C -0.402 1.417 3.944
54 O 0.732 1.118 3.542
55 H -4.621 0.892 1.011
56 H -7.581 -0.912 0.840
57 H -7.725 -3.135 -0.242
58 H -5.687 -4.175 -1.217
59 H -3.523 -2.971 -1.045
60 H -0.212 2.227 1.230
61 H -3.561 2.115 2.755
62 H -4.039 2.110 5.159
63 H -2.256 1.699 6.819
64 H 0.076 1.242 6.043